[1]
The following is a quantum chemistry calculation of a structure of composition C34H36BClN10NiO3, from the OMol25 dataset.

As for the total charge: +1. The gap between HOMO and LUMO (spin up / spin down) is 8.0 / 5.3 eV. As for the spin multiplicity: 4.

```
86
C34H36BClN10NiO3 (the ωB97M-V functional and the def2-TZVPD basis)
Ni 0.581 -0.497 -0.363
C -0.063 2.488 -2.351
C 0.891 2.516 -1.205
C 1.642 3.595 -0.726
C 2.361 3.089 0.335
N 2.046 1.793 0.478
N 1.145 1.438 -0.466
B 2.643 0.752 1.478
N 3.314 -0.359 0.634
C 4.554 -0.869 0.626
C 4.605 -1.867 -0.324
C 3.320 -1.919 -0.869
C 2.827 -2.836 -1.937
N 2.546 -1.009 -0.282
N 1.487 0.101 2.287
C 1.388 -0.175 3.599
C 0.207 -0.849 3.815
C -0.372 -0.979 2.546
C -1.640 -1.666 2.166
N 0.419 -0.412 1.642
N 3.567 1.486 2.423
C 3.174 2.382 3.367
C 4.291 3.031 3.822
C 5.355 2.475 3.078
C 6.812 2.797 3.166
N 4.909 1.564 2.233
H 0.244 3.199 -3.115
H -0.105 1.498 -2.804
H -1.069 2.759 -2.023
H 1.668 4.598 -1.116
H 3.082 3.558 0.984
H 5.308 -0.458 1.272
H 5.455 -2.466 -0.597
H 3.661 -3.164 -2.554
H 2.363 -3.726 -1.505
H 2.095 -2.349 -2.580
H 2.156 0.129 4.288
H -0.182 -1.202 4.754
H -2.473 -1.308 2.772
H -1.869 -1.492 1.115
H -1.559 -2.742 2.338
H 2.135 2.503 3.626
H 4.344 3.794 4.580
H 6.976 3.652 3.819
H 7.374 1.952 3.564
H 7.216 3.032 2.182
Cl -2.618 -7.554 -0.850
C -1.843 -6.042 -0.946
C -2.057 -5.219 -2.068
C -1.437 -4.011 -2.131
C -0.578 -3.525 -1.066
O -0.089 -2.386 -1.165
C -0.351 -4.427 0.060
C 0.585 -4.137 1.181
O 1.279 -3.163 1.271
C -0.986 -5.639 0.091
H -2.708 -5.561 -2.860
H -1.583 -3.348 -2.972
H 0.619 -4.941 1.942
H -0.817 -6.311 0.924
C -5.492 1.083 -2.559
N -4.042 0.952 -2.608
N -3.373 0.839 -1.396
C -2.217 0.106 -1.591
O -1.373 -0.014 -0.686
C -2.262 -0.353 -2.941
C -3.393 0.164 -3.506
C -3.959 -0.060 -4.863
C -3.470 1.889 -0.431
C -3.645 3.204 -0.842
C -3.701 4.209 0.112
C -3.563 3.904 1.458
C -3.380 2.586 1.854
C -3.345 1.570 0.912
H -5.751 1.820 -1.803
H -5.972 0.132 -2.316
H -5.844 1.441 -3.523
H -1.497 -0.934 -3.427
H -3.248 -0.607 -5.476
H -4.187 0.887 -5.354
H -4.882 -0.640 -4.807
H -3.728 3.437 -1.896
H -3.842 5.235 -0.202
H -3.598 4.692 2.197
H -3.272 2.345 2.903
H -3.208 0.540 1.208
```

Here are the Löwdin charges for atoms 1 to 4, given in e: 0.73 -0.01 -0.31 0.00



[2]
The following is a quantum chemistry calculation of a structure of composition C34H36Br2F4OPPtS, from the OMol25 dataset.

As for the total charge: +1. The gap between HOMO and LUMO is 6.9 eV.

```
80
C34H36Br2F4OPPtS (the ωB97M-V functional and the def2-TZVPD basis)
Pt 0.370 -2.089 -0.240
C 5.231 3.726 -1.800
C 5.235 2.837 -0.548
C 6.490 1.965 -0.572
C 5.281 3.720 0.706
C 3.964 1.992 -0.527
C 3.977 0.613 -0.595
C 2.770 -0.062 -0.570
Br 2.863 -1.976 -0.767
C 1.512 0.540 -0.466
O 0.345 -0.130 -0.468
C 1.496 1.963 -0.426
C 2.715 2.618 -0.457
C 0.188 2.758 -0.352
C 0.437 4.268 -0.419
C -0.742 2.404 -1.524
C -0.497 2.474 0.986
H 6.142 4.325 -1.838
H 4.382 4.411 -1.803
H 5.182 3.122 -2.707
H 7.374 2.603 -0.575
H 6.535 1.341 -1.467
H 6.551 1.319 0.306
H 6.193 4.319 0.708
H 5.270 3.112 1.612
H 4.436 4.407 0.750
H 4.898 0.054 -0.663
H 2.704 3.696 -0.421
H 0.919 4.561 -1.353
H 1.046 4.624 0.413
H -0.521 4.785 -0.367
H -0.241 2.581 -2.478
H -1.627 3.044 -1.492
H -1.062 1.365 -1.498
H 0.151 2.765 1.816
H -0.738 1.421 1.087
H -1.419 3.055 1.066
F -3.852 -7.654 -0.471
C -3.411 -6.412 -0.449
C -4.305 -5.353 -0.457
F -5.605 -5.587 -0.479
C -3.828 -4.051 -0.431
F -4.727 -3.075 -0.411
C -2.469 -3.762 -0.405
P -1.850 -2.036 -0.386
C -2.441 -1.189 -1.860
C -3.691 -0.570 -1.917
C -4.089 0.062 -3.083
C -3.249 0.082 -4.188
C -2.001 -0.520 -4.130
C -1.590 -1.147 -2.965
C -2.643 -1.302 1.056
C -2.889 -2.075 2.190
C -3.401 -1.484 3.333
C -3.662 -0.120 3.350
C -3.412 0.651 2.224
C -2.904 0.064 1.076
C -1.607 -4.847 -0.380
Br 0.268 -4.592 -0.276
C -2.050 -6.154 -0.405
F -1.194 -7.168 -0.382
H -4.344 -0.569 -1.057
H -5.056 0.545 -3.126
H -3.566 0.581 -5.094
H -1.340 -0.488 -4.985
H -0.603 -1.586 -2.900
H -2.685 -3.140 2.184
H -3.604 -2.087 4.208
H -4.068 0.340 4.240
H -3.615 1.714 2.237
H -2.712 0.670 0.200
C 0.494 -0.426 3.256
S 1.189 -1.910 2.511
C 0.512 -3.192 3.585
H -0.566 -0.572 3.471
H 0.598 0.370 2.524
H 1.032 -0.156 4.162
H 1.094 -3.284 4.500
H 0.553 -4.137 3.045
H -0.525 -2.965 3.828
```

Here are the Löwdin charges for atoms 1 to 4, given in e: 0.48 -0.04 -0.56 -0.06



Per-record energy relative to the best compared isomer or geometry (same formula, charge and spin), kcal per mole: 16.4 0.8
Per-record F_max, Eh/bohr: 0.0032 0.0220